Run i
Below is a cluster of 2 separate species, C7H14N2 in total, with properties calculated with ωB97M-V/def2-TZVPD.

Computed properties:
- HOMO-LUMO gap (eV) = 9.5
- net charge = 0
- HOMO level (eV) = -8.6
- structure (SMILES) = Cc1c[nH]cn1.CCC

CARTESIAN COORDINATES (ANGSTROEM)
1 C -1.350 1.313 0.616
2 C -2.020 2.339 1.553
3 C -2.118 0.692 -0.522
4 H -0.312 1.550 0.376
5 H -1.257 0.483 1.338
6 H -1.254 2.882 2.103
7 H -3.194 0.853 -0.422
8 H -1.859 1.012 -1.532
9 H -2.002 -0.388 -0.721
10 H -2.654 3.057 1.029
11 H -2.626 1.829 2.304
12 C 0.651 -2.269 -1.731
13 C 3.168 -0.262 -0.273
14 C 1.584 -1.624 -0.768
15 C 1.352 -1.250 0.547
16 N 2.747 -1.044 -1.229
17 N 2.409 -0.400 0.843
18 H 4.036 0.371 -0.344
19 H 2.762 -0.334 1.790
20 H 0.433 -1.426 1.069
21 H 1.250 -2.477 -2.627
22 H -0.167 -1.656 -2.077
23 H 0.423 -3.253 -1.322



Run ii
Below is a cluster of 2 separate species, C7H14N2 in total, with properties calculated with ωB97M-V/def2-TZVPD.

Computed properties:
- HOMO-LUMO gap (eV) = 9.5
- net charge = 0
- HOMO level (eV) = -8.6
- structure (SMILES) = CCc1c[nH]cn1.CC

CARTESIAN COORDINATES (ANGSTROEM)
1 C -1.333 0.374 -2.713
2 C -1.130 -0.884 -1.874
3 H -1.830 0.142 -3.660
4 H -1.991 1.106 -2.237
5 H -0.377 0.849 -2.908
6 H -0.837 -0.620 -0.856
7 H -2.064 -1.442 -1.767
8 H -0.323 -1.509 -2.255
9 C 2.092 0.549 1.271
10 C 1.972 1.193 -0.115
11 C 0.748 0.023 1.679
12 C 0.198 -1.198 1.420
13 C -1.254 0.083 2.465
14 N -0.168 0.810 2.319
15 N -1.069 -1.156 1.967
16 H 2.836 -0.240 1.260
17 H 2.277 1.357 1.980
18 H 2.939 1.417 -0.585
19 H 0.398 -2.095 0.855
20 H -2.183 0.582 2.695
21 H -1.767 -1.881 1.969
22 H 1.313 2.058 -0.071
23 H 1.550 0.482 -0.839



The calculated energies rank the structures as follows, beginning with the most stable: run ii, run i.